C20H27CdN2O2PS2 | ωB97M-V/def2-TZVPD

As for the HOMO-LUMO gap: 6.03 eV. As for the charge: 0.

Each line ends with the Löwdin charge.
Geometry (Å):
C (-2.5353, 0.4684, -4.3972)  -0.108
C (-2.3521, -0.7705, -3.7680)  -0.054
C (-1.5864, -0.8141, -2.5561)  -0.301
C (-1.0311, 0.3388, -2.0545)  -0.227
C (-1.2634, 1.5672, -2.6525)  -0.357
C (-2.0229, 1.6588, -3.8451)  -0.060
C (-1.4059, -2.1570, -1.8536)  -0.174
C (0.0449, -2.6964, -1.6843)  -0.212
N (1.0984, -1.6686, -1.4631)  -0.346
Cd (0.2171, 0.1960, -0.0831)  0.980
C (-0.5858, 2.8159, -2.0737)  -0.323
P (1.0783, 2.2630, -1.4939)  0.707
H (-2.7474, -1.7274, -4.1735)  0.105
H (-2.1304, 2.6481, -4.3358)  0.106
H (-3.0819, 0.5082, -5.3420)  0.091
H (-1.0842, 3.1725, -1.1554)  0.075
H (-0.4505, 3.6255, -2.8085)  0.084
H (-1.8831, -2.1368, -0.8505)  0.051
H (-1.9209, -2.9232, -2.4498)  0.102
H (0.0562, -3.3576, -0.7978)  0.097
C (1.7925, 3.5748, -0.4229)  -0.308
C (2.0569, 2.2890, -3.0559)  -0.293
H (0.3088, -3.2675, -2.6039)  0.123
C (1.6624, -1.1813, -2.7489)  -0.102
C (2.1951, -2.2234, -0.6256)  -0.125
H (-0.3383, 1.5081, 0.7945)  -0.079
H (2.1667, -2.0113, -3.2863)  0.093
H (0.8685, -0.7536, -3.3785)  0.080
H (2.3952, -0.3867, -2.5424)  0.059
H (2.8040, -2.9683, -1.1856)  0.093
H (2.8361, -1.3890, -0.3252)  0.068
H (1.7637, -2.6430, 0.2986)  0.065
H (2.0827, 3.3330, -3.4336)  0.042
H (3.0778, 1.9263, -2.8138)  0.037
H (1.6043, 1.6112, -3.8080)  0.041
H (1.9442, 4.4824, -1.0399)  0.038
H (1.0952, 3.7432, 0.4232)  0.030
H (2.7591, 3.1702, -0.0463)  0.039
H (1.4250, 0.2775, 1.6166)  0.111
O (1.6531, 1.6106, 4.5623)  -0.306
S (1.5416, 0.1483, 4.3957)  0.716
O (2.4719, -0.6432, 5.0068)  -0.227
N (1.0263, -0.1777, 2.6687)  -0.122
C (-0.1483, -0.8353, 2.7986)  -0.852
S (-0.9176, -1.6039, 1.5579)  0.713
C (-0.7958, -0.8631, 4.1312)  -0.238
C (-2.1201, -1.3011, 4.4247)  -0.030
C (-2.6590, -1.2555, 5.7089)  -0.054
C (-1.8297, -0.7251, 6.7120)  -0.058
C (-0.5290, -0.2613, 6.4405)  -0.021
C (-0.0087, -0.3210, 5.1405)  -0.207
H (-2.7134, -1.6946, 3.5940)  0.087
H (-3.6820, -1.6237, 5.9156)  0.121
H (-2.2650, -0.6980, 7.7125)  0.110
H (0.0624, 0.1422, 7.2525)  0.119


C20H27ClF15NO15PS2 | ωB97M-V/def2-TZVPD

As for the HOMO-LUMO gap: 7.45 eV. As for the charge: -1.

Each line ends with the Löwdin charge.
Geometry (Å):
O (-5.6780, -1.5313, -5.0508)  -0.425
S (-5.0445, -2.4725, -4.0921)  0.516
O (-3.5586, -2.3531, -4.1109)  -0.422
N (-5.4026, -4.0765, -4.4507)  -0.378
S (-7.0217, -4.2518, -4.9108)  0.330
O (-7.2833, -5.7224, -4.9488)  -0.435
O (-7.3411, -3.6631, -6.2453)  -0.426
P (-8.2921, -3.2471, -3.4742)  0.475
O (-8.9197, -1.8876, -4.2419)  -0.387
Cl (-10.0070, -4.4318, -3.0965)  0.121
H (-5.4978, -2.1917, -2.8134)  0.039
H (-8.4642, -1.7970, -5.0969)  0.030
C (-2.2547, -2.0226, 2.3593)  -0.062
C (-2.5274, -3.3782, 1.7414)  -0.197
O (-3.9357, -3.5889, 1.5603)  0.031
C (-4.4557, -3.0389, 0.4633)  -0.393
O (-3.8476, -2.4059, -0.3387)  0.185
C (-5.9377, -3.3740, 0.3582)  -0.554
F (-6.5766, -3.2226, 1.5284)  0.144
F (-6.1232, -4.6353, -0.0215)  0.186
F (-6.5496, -2.6011, -0.5243)  0.149
H (-2.8108, -1.9088, 3.2919)  0.086
H (-1.1948, -1.9052, 2.5643)  0.062
H (-2.5707, -1.2171, 1.6955)  0.081
H (-2.1849, -4.1668, 2.4106)  0.124
H (-1.9982, -3.5026, 0.7961)  0.129
C (4.6216, -0.9486, 0.6557)  -0.064
C (3.1687, -1.2317, 0.3341)  -0.188
O (2.3255, -0.9336, 1.4592)  0.033
C (1.9925, 0.3462, 1.6060)  -0.398
O (2.3408, 1.2331, 0.8923)  0.181
C (1.0578, 0.5065, 2.7997)  -0.555
F (1.4744, -0.1846, 3.8631)  0.169
F (-0.1706, 0.0722, 2.5062)  0.160
F (0.9484, 1.7722, 3.1820)  0.178
H (4.9250, -1.4886, 1.5550)  0.091
H (5.2629, -1.2497, -0.1710)  0.082
H (4.7740, 0.1051, 0.8483)  0.059
H (3.0325, -2.2920, 0.1247)  0.127
H (2.8383, -0.6830, -0.5482)  0.129
C (7.8679, 5.1772, 0.4412)  -0.056
C (8.7991, 4.1489, 1.0480)  -0.197
O (8.2611, 2.8240, 0.9059)  0.034
C (8.4686, 2.2427, -0.2732)  -0.398
O (9.0514, 2.7338, -1.1878)  0.178
C (7.8872, 0.8334, -0.2694)  -0.548
F (6.6669, 0.7928, 0.2722)  0.143
F (8.6549, -0.0057, 0.4308)  0.174
F (7.7848, 0.3335, -1.4946)  0.177
H (6.8684, 5.0883, 0.8698)  0.087
H (8.2406, 6.1858, 0.6203)  0.085
H (7.7705, 5.0317, -0.6352)  0.068
H (8.8997, 4.3239, 2.1184)  0.125
H (9.7984, 4.2056, 0.6151)  0.126
C (-8.5727, -1.1238, 3.8355)  -0.054
C (-8.1689, -2.5369, 4.2006)  -0.191
O (-7.3907, -2.5505, 5.4117)  0.037
C (-8.0836, -2.5109, 6.5448)  -0.404
O (-9.2714, -2.4640, 6.6246)  0.174
C (-7.1354, -2.5794, 7.7372)  -0.561
F (-6.0819, -1.7752, 7.5862)  0.168
F (-6.6648, -3.8180, 7.9068)  0.170
F (-7.7366, -2.2287, 8.8682)  0.172
H (-7.6936, -0.4803, 3.7707)  0.084
H (-9.0921, -1.1104, 2.8774)  0.086
H (-9.2309, -0.6948, 4.5924)  0.076
H (-7.5334, -2.9507, 3.4223)  0.101
H (-9.0359, -3.1917, 4.2929)  0.129
C (6.5095, 2.9521, -5.1256)  -0.056
C (6.5767, 4.2536, -5.8980)  -0.198
O (6.1944, 5.3626, -5.0681)  0.034
C (7.1477, 5.8424, -4.2747)  -0.402
O (8.2611, 5.4253, -4.2088)  0.176
C (6.6199, 7.0361, -3.4869)  -0.563
F (5.4059, 6.8109, -2.9854)  0.173
F (6.5268, 8.1237, -4.2562)  0.172
F (7.4125, 7.3418, -2.4664)  0.169
H (5.5191, 2.8188, -4.6876)  0.086
H (6.7228, 2.1073, -5.7805)  0.084
H (7.2290, 2.9442, -4.3056)  0.074
H (5.8666, 4.2332, -6.7236)  0.126
H (7.5667, 4.4178, -6.3248)  0.125


C20H27ClNO2PPb | ωB97M-V/def2-TZVPD

As for the HOMO-LUMO gap (spin up / spin down): 5.56 / 5.23 eV. As for the charge: +2.

Each line ends with the Löwdin charge.
Geometry (Å):
C (0.6150, 4.8180, -0.5332)  -0.019
C (0.2944, 4.2509, 0.7076)  -0.001
C (0.2375, 2.8516, 0.8654)  -0.230
C (0.5042, 1.9883, -0.2241)  -0.194
C (0.7891, 2.5851, -1.4829)  -0.293
C (0.8515, 3.9825, -1.6341)  -0.007
C (-0.1185, 2.2433, 2.2053)  -0.116
C (-1.4081, 1.3922, 2.2739)  -0.142
N (-1.7697, 0.5760, 1.0600)  -0.352
Pb (0.0635, -0.1097, -0.1435)  1.087
C (0.9171, 1.6542, -2.6756)  -0.253
P (-0.4142, 0.3749, -2.4239)  0.775
H (0.0846, 4.9018, 1.5660)  0.133
H (1.0729, 4.4199, -2.6156)  0.133
H (0.6631, 5.9065, -0.6468)  0.130
H (1.8781, 1.1050, -2.6589)  0.106
H (0.8284, 2.1718, -3.6476)  0.119
H (0.7202, 1.6046, 2.5203)  0.111
H (-0.2226, 3.0347, 2.9691)  0.139
H (-1.3079, 0.6888, 3.1155)  0.129
C (-0.0645, -0.9730, -3.6298)  -0.213
C (-1.8926, 1.2091, -3.1637)  -0.215
H (-2.2809, 2.0372, 2.4969)  0.147
C (-2.6472, 1.3903, 0.1848)  -0.058
C (-2.5209, -0.6269, 1.4997)  -0.066
H (1.3991, -0.5740, -0.8147)  -0.012
H (-3.5870, 1.6476, 0.7149)  0.127
H (-2.1207, 2.3136, -0.0968)  0.101
H (-2.8871, 0.8097, -0.7167)  0.079
H (-3.4981, -0.3162, 1.8961)  0.119
H (-2.6642, -1.3300, 0.6532)  0.098
H (-1.9586, -1.1223, 2.3043)  0.100
H (-1.7006, 1.4569, -4.2226)  0.072
H (-2.7774, 0.5540, -3.1005)  0.063
H (-2.0906, 2.1394, -2.6074)  0.053
H (-0.1137, -0.6098, -4.6712)  0.075
H (0.9396, -1.3757, -3.4202)  0.055
H (-0.7975, -1.7847, -3.4874)  0.064
H (-0.3818, -1.6963, -0.1752)  0.034
Cl (2.9716, -7.1252, 0.3566)  0.741
C (2.4726, -5.5394, 0.9163)  -0.598
C (2.3836, -5.2736, 2.2806)  -0.050
C (1.9944, -4.0069, 2.7246)  0.020
C (1.6747, -2.9709, 1.8140)  -0.120
C (1.7767, -3.2680, 0.4388)  -0.029
C (2.1710, -4.5359, -0.0021)  -0.058
C (1.2869, -1.6332, 2.3869)  -0.313
O (1.4709, -1.4691, 3.6783)  0.305
O (0.7673, -0.5840, 1.7562)  -0.184
H (2.6196, -6.0464, 3.0013)  0.126
H (1.9421, -3.8465, 3.7936)  0.130
H (1.5870, -2.5567, -0.3217)  0.032
H (2.2478, -4.7334, -1.0640)  0.120


| no. | maximum force (Eh/bohr) |
| --- | --- |
| 1 | 0.1618 |
| 2 | 0.1103 |
| 3 | 0.1387 |